# 1
# C4H13NO3

A 3-piece molecular cluster, C4H13NO3 overall in a non-equilibrium geometry (ωB97M-V with the def2-TZVPD basis set, OMol25).

Structure (XYZ):
```
21
Properties=species:S:1:pos:R:3:mulliken_charge:R:1
C 0.296 -2.157 1.800 -1.06
C 0.271 -2.234 0.289 -0.40
N 0.737 -1.013 -0.400 -0.27
C 1.920 -1.196 -1.248 -0.51
C 1.970 0.058 -2.053 -0.08
O 2.837 0.875 -1.899 -0.49
H -0.616 -2.436 2.333 0.29
H 0.548 -1.155 2.174 0.33
H 1.087 -2.772 2.251 0.28
H -0.737 -2.421 -0.055 0.33
H 0.744 -3.137 -0.094 0.28
H 0.955 -0.312 0.297 0.22
H 2.854 -1.358 -0.684 0.33
H 1.768 -2.024 -1.928 0.38
H 1.124 0.096 -2.767 0.38
H -3.891 5.601 1.301 0.32
H -5.081 4.536 1.605 0.32
O -4.781 5.446 1.616 -0.64
H -0.606 1.100 -1.136 0.32
H -0.385 2.588 -0.576 0.33
O -1.016 1.914 -0.826 -0.67
```

The orbital gap is 10.4 eV. The max |F| is 0.029 hartree/bohr. The multiplicity is 1. The SMILES is CCNCC=O.O.O. The value obtained for the energy is -11990.1704 eV. The value obtained for the relative energy (zero: lowest compared OMol25 entry of this formula, charge and spin) is 53.1 kcal per mole. The net charge is 0.

***

# 2
# C5H6ClN3O2

One molecule with the formula C5H6ClN3O2 in a non-equilibrium geometry (ωB97M-V with the def2-TZVPD basis set, OMol25).

Structure (XYZ):
```
17
Properties=species:S:1:pos:R:3:mulliken_charge:R:1
C 0.435 1.936 2.013 0.77
C -0.049 0.919 1.329 0.34
C 0.884 2.418 -1.159 0.37
C -0.937 -0.003 2.130 -1.26
C 0.941 0.195 -2.080 -0.78
N 0.201 0.559 0.097 -0.75
N 0.558 1.119 -1.003 0.64
N 0.952 3.054 0.024 -0.05
O 0.988 2.533 2.810 -0.30
O 1.067 4.283 0.218 -0.56
Cl 0.949 3.176 -2.761 -0.19
H -1.784 0.535 2.658 0.31
H -1.377 -0.829 1.576 0.32
H -0.388 -0.463 2.958 0.30
H 1.637 -0.580 -1.848 0.31
H 0.145 -0.247 -2.801 0.27
H 1.468 0.983 -2.709 0.26
```

The orbital gap is 7.1 eV. The max |F| is 0.077 hartree/bohr. The multiplicity is 1. The value obtained for the energy is -26363.7034 eV. The value obtained for the relative energy (zero: lowest compared OMol25 entry of this formula, charge and spin) is 140.1 kcal per mole. The net charge is 0.

***

# 3
# C22H51BMnN4O2Si2

C22H51BMnN4O2Si2 as an isolated structure in a non-equilibrium geometry (ωB97M-V with the def2-TZVPD basis set, OMol25).

Structure (XYZ):
```
83
Properties=species:S:1:pos:R:3:lowdin_spin:R:1
O -0.280 3.239 0.048 0.00
O 0.744 2.520 -2.145 0.00
C -1.501 3.613 0.686 0.00
C -1.855 2.802 1.917 0.00
H -2.258 3.489 -0.099 0.00
H -1.443 4.687 0.932 0.00
H -1.651 1.729 1.802 0.00
H -2.921 2.928 2.120 0.00
H -1.317 3.182 2.790 0.00
C 0.910 3.108 0.867 0.00
C 1.961 4.096 0.441 0.00
H 1.267 2.075 0.740 0.00
H 0.660 3.249 1.930 0.00
H 2.291 3.908 -0.587 0.00
H 2.823 4.008 1.114 0.00
H 1.573 5.119 0.521 0.00
C 1.818 2.059 -2.994 0.00
C -0.106 3.544 -2.716 0.00
C 3.134 2.112 -2.260 0.00
H 1.857 2.678 -3.906 0.00
H 1.578 1.024 -3.289 0.00
H 3.468 3.149 -2.160 0.00
H 3.887 1.585 -2.852 0.00
H 3.072 1.644 -1.270 0.00
C 0.455 4.927 -2.539 0.00
H -1.066 3.442 -2.196 0.00
H -0.274 3.323 -3.782 0.00
H 0.607 5.154 -1.480 0.00
H -0.268 5.633 -2.952 0.00
H 1.394 5.041 -3.092 0.00
H -0.078 1.640 -0.781 0.01
Mn -0.078 -1.743 0.444 4.54
C -0.239 0.437 -0.668 0.05
Si -1.504 -0.087 -2.007 0.01
H 0.786 0.071 -0.798 0.01
H -0.578 0.326 0.386 0.01
C -3.071 0.845 -1.527 0.00
C -1.897 -1.932 -2.189 0.03
C -1.080 0.356 -3.788 0.00
C -1.974 -2.052 1.010 0.04
Si -2.061 -3.732 1.847 0.02
H -2.723 -1.966 0.207 0.01
H -2.233 -1.248 1.728 0.01
C -3.520 -4.682 1.129 0.00
C -2.304 -3.500 3.695 0.00
C -0.532 -4.814 1.651 0.02
H -1.840 -0.119 -4.429 0.00
H -0.100 -0.032 -4.094 0.00
H -1.113 1.435 -3.976 0.00
H -3.313 0.714 -0.462 0.00
H -3.915 0.467 -2.125 0.00
H -2.961 1.920 -1.732 0.00
H -2.915 -2.113 -1.812 0.00
H -1.201 -2.620 -1.676 0.02
H -1.887 -2.177 -3.263 0.00
H -3.055 -2.725 3.895 0.00
H -1.369 -3.203 4.189 0.00
H -2.648 -4.440 4.150 0.00
H 0.225 -4.570 2.407 0.00
H -0.048 -4.742 0.669 0.01
H -0.820 -5.865 1.805 0.00
H -3.842 -5.467 1.827 0.00
H -3.251 -5.158 0.176 0.00
H -4.373 -4.015 0.947 0.00
B 2.696 -2.996 1.896 0.00
N 1.849 -1.968 2.711 0.01
C 2.027 -1.537 3.976 0.02
C 1.000 -0.653 4.299 0.01
C 0.181 -0.578 3.167 0.02
N 0.705 -1.384 2.194 0.06
N 2.845 -2.479 0.433 0.01
C 3.979 -2.369 -0.282 0.01
C 3.673 -1.820 -1.529 0.01
C 2.283 -1.666 -1.549 0.02
N 1.771 -2.054 -0.337 0.03
H 2.240 -4.111 1.934 0.00
H 3.799 -3.052 2.402 0.00
H 2.866 -1.892 4.559 0.00
H 0.838 -0.136 5.229 0.00
H -0.742 -0.038 3.013 0.00
H 4.934 -2.681 0.126 0.00
H 4.358 -1.543 -2.310 0.00
H 1.649 -1.318 -2.354 0.00
```

The orbital gap (spin up / spin down) is 7.5 / 8.8 eV. The max |F| is 0.070 hartree/bohr. The multiplicity is 6. As for the expectation value of S²: 8.764. The value obtained for the energy is -81449.1022 eV. The value obtained for the relative energy (zero: lowest compared OMol25 entry of this formula, charge and spin) is 13.3 kcal per mole. The net charge is 0.

***

# 4
# C22H37AlBrClN3O3S2

C22H37AlBrClN3O3S2 as an isolated structure in a non-equilibrium geometry (ωB97M-V with the def2-TZVPD basis set, OMol25).

Structure (XYZ):
```
70
Properties=species:S:1:pos:R:3:mulliken_charge:R:1
C 3.660 3.179 2.407 -0.84
C 3.509 4.168 1.116 -0.67
C 2.500 3.470 0.030 -0.13
C 3.403 2.687 -1.109 -0.79
N 2.957 1.264 -1.071 0.61
C 1.984 0.915 -2.160 -0.88
C 0.503 0.885 -1.506 0.08
C -0.086 -0.631 -1.321 -0.31
C -1.152 -0.642 -0.111 -0.48
C -2.638 -1.170 -0.556 0.58
C -2.677 -2.518 -1.429 -1.38
C -2.723 -3.888 -0.584 0.02
C -1.842 -4.986 -1.418 -1.07
Br -1.911 -3.793 1.225 -0.10
N -3.021 -0.059 -1.543 -0.04
C -3.705 1.058 -0.844 -0.06
O -3.974 2.204 -1.373 -0.64
C -4.042 0.649 0.705 0.82
Cl -3.069 1.533 2.026 -0.08
C -5.548 1.187 1.000 -0.88
O -5.441 2.517 1.565 -0.28
C -6.320 2.674 2.717 -0.66
C -3.772 -0.924 0.574 -0.32
O -4.860 -1.867 0.708 -0.39
C -5.749 -1.799 -0.391 0.45
N -6.496 -1.416 -1.272 -0.46
C 4.084 0.304 -1.000 -0.14
S 5.548 0.423 -1.791 0.31
S 3.779 -1.202 0.062 0.18
C 5.089 -2.470 -0.273 -0.62
C 6.352 -2.225 0.705 -0.28
C 6.000 -2.169 2.272 -0.97
H 4.102 3.708 3.320 0.38
H 2.602 2.797 2.676 0.28
H 4.355 2.292 2.139 0.12
H 4.535 4.417 0.675 0.36
H 3.070 5.164 1.505 0.35
H 1.853 2.748 0.643 0.02
H 1.882 4.327 -0.410 0.35
H 3.117 3.203 -2.107 0.25
H 4.489 2.862 -0.804 0.60
H 2.008 1.609 -3.067 0.49
H 2.294 -0.137 -2.544 0.47
H -0.239 1.430 -2.187 -0.20
H 0.536 1.405 -0.484 0.12
H 0.797 -1.292 -0.993 0.05
H -0.520 -0.912 -2.344 0.41
H -1.261 0.459 0.238 0.12
H -0.726 -1.214 0.781 0.42
H -3.667 -2.481 -2.038 0.49
H -1.838 -2.597 -2.201 0.41
H -3.796 -4.323 -0.570 0.42
H -2.446 -5.512 -2.234 0.32
H -1.432 -5.804 -0.706 0.36
H -0.895 -4.504 -1.885 0.27
H -3.584 -0.351 -2.359 0.47
H -6.194 0.468 1.612 0.50
H -6.070 1.306 -0.027 0.36
H -6.166 3.738 3.136 0.24
H -6.031 1.951 3.557 0.29
H -7.400 2.496 2.349 0.30
H -3.162 -1.146 1.538 0.56
H 4.680 -3.555 -0.206 0.47
H 5.498 -2.382 -1.357 0.36
H 7.061 -3.122 0.554 0.35
H 6.861 -1.253 0.377 0.17
H 5.127 -1.485 2.550 0.29
H 6.931 -1.731 2.805 0.33
H 5.825 -3.223 2.677 0.32
Al -2.538 3.286 -1.972 0.55
```

The orbital gap is 1.5 eV. The max |F| is 0.126 hartree/bohr. The multiplicity is 1. The value obtained for the energy is -144819.3659 eV. The net charge is +3.

***

# 5
# C25H56N2O11PS3

A 3-piece molecular cluster, C25H56N2O11PS3 overall in a non-equilibrium geometry (ωB97M-V with the def2-TZVPD basis set, OMol25).

Structure (XYZ):
```
98
Properties=species:S:1:pos:R:3:mulliken_charge:R:1
C 1.507 3.145 2.792 -0.24
O 2.676 2.425 2.343 -0.30
C 3.076 2.821 1.016 -0.76
C 2.159 2.163 -0.152 1.06
C 2.966 1.898 -1.515 -0.54
C 2.548 0.521 -2.257 -0.61
C 1.605 0.747 -3.529 -0.12
C 0.372 -0.271 -3.638 -0.90
C -1.043 0.404 -3.204 -0.88
C -1.017 0.492 -1.610 0.65
N -1.406 1.831 -1.005 0.22
C -1.576 1.478 0.475 -1.24
C -1.319 -0.114 0.740 0.51
C -2.290 -0.373 1.984 -0.40
O -1.578 0.130 3.161 -0.44
C -0.491 -0.742 3.508 -0.37
O 0.810 -0.197 3.200 0.12
C 1.863 -0.892 3.894 -0.37
C 2.245 -2.318 3.243 -0.04
O 3.672 -2.606 3.438 -0.55
C -1.759 -0.687 -0.737 0.34
P -3.595 -0.344 -1.079 0.00
S -4.835 -1.493 -0.086 -0.28
N -1.178 -2.019 -1.028 0.62
C -1.872 -2.737 -2.140 -1.05
C -1.178 -2.919 0.150 0.47
C -2.376 -3.844 0.637 -0.90
O -0.107 -2.986 0.804 -0.51
H 1.110 2.644 3.748 0.15
H 1.660 4.267 2.911 0.39
H 0.692 2.997 2.003 0.01
H 3.078 3.967 0.945 0.30
H 4.181 2.510 0.913 0.30
H 1.325 2.944 -0.341 -0.02
H 1.664 1.239 0.296 -0.59
H 2.701 2.751 -2.232 0.11
H 4.097 1.941 -1.310 0.39
H 2.091 -0.151 -1.445 0.22
H 3.543 0.012 -2.536 0.53
H 2.261 0.563 -4.457 0.40
H 1.250 1.832 -3.615 -0.26
H 0.565 -1.135 -2.916 0.37
H 0.290 -0.725 -4.679 0.44
H -1.035 1.443 -3.704 0.26
H -1.943 -0.145 -3.626 0.34
H 0.056 0.396 -1.204 -1.27
H -0.628 2.517 -0.968 0.36
H -2.186 2.311 -1.477 0.49
H -2.654 1.818 0.658 0.39
H -0.984 2.224 1.094 -0.12
H -0.190 -0.193 0.870 0.22
H -3.286 0.198 1.925 0.42
H -2.523 -1.465 2.195 0.02
H -0.556 -1.768 3.017 0.24
H -0.527 -0.907 4.642 0.15
H 2.808 -0.244 3.768 0.22
H 1.707 -0.981 5.024 0.26
H 1.698 -3.196 3.743 0.08
H 2.071 -2.327 2.110 0.13
H 4.118 -2.589 2.570 0.34
H -3.924 1.066 -0.955 0.18
H -3.824 -0.646 -2.479 0.17
H -1.340 -3.755 -2.246 0.43
H -1.777 -2.237 -3.159 0.20
H -2.969 -2.980 -1.949 0.37
H -3.000 -3.414 1.482 0.17
H -1.890 -4.808 1.040 0.38
H -3.093 -4.175 -0.181 0.33
O 2.759 4.041 -5.713 -0.65
S 1.592 3.927 -6.550 1.26
O 1.208 2.680 -7.153 -0.62
O 1.657 5.067 -7.692 -0.26
C 2.800 5.103 -8.553 -0.32
C 2.784 3.969 -9.562 -0.99
C 0.196 4.564 -5.667 -0.63
H 3.721 5.095 -7.963 0.31
H 2.766 6.056 -9.086 0.27
H 2.876 2.999 -9.069 0.30
H 3.613 4.065 -10.266 0.38
H 1.843 3.962 -10.117 0.26
H 0.457 5.526 -5.228 0.33
H -0.052 3.848 -4.883 0.00
H -0.643 4.663 -6.356 0.36
O -0.951 -3.323 5.316 -0.40
S -0.918 -3.862 6.654 1.02
O -0.572 -5.232 6.910 -0.60
O -2.322 -3.527 7.384 -0.30
C -3.531 -3.977 6.769 -0.20
C -3.715 -5.477 6.909 -1.04
C 0.116 -2.835 7.657 -1.00
H -3.561 -3.672 5.718 0.18
H -4.354 -3.467 7.276 0.30
H -2.943 -6.023 6.365 0.31
H -4.684 -5.788 6.515 0.40
H -3.643 -5.776 7.958 0.27
H -0.153 -1.791 7.500 0.31
H 1.148 -3.008 7.349 0.38
H -0.010 -3.120 8.701 0.37
```

The orbital gap is 8.4 eV. The max |F| is 0.085 hartree/bohr. The multiplicity is 1. The value obtained for the energy is -94116.8629 eV. The net charge is +1.

***

# 6
# C23H26BNO7

A 2-piece molecular cluster, C23H26BNO7 overall in a non-equilibrium geometry (ωB97M-V with the def2-TZVPD basis set, OMol25).

Structure (XYZ):
```
58
Properties=species:S:1:pos:R:3:mulliken_charge:R:1
C 3.471 6.152 1.656 -0.41
C 4.429 5.265 2.696 0.34
N 5.178 5.953 3.639 -0.67
C 4.512 3.612 2.564 -0.41
C 4.382 3.122 0.998 0.30
O 5.055 3.846 0.060 -0.54
O 3.649 1.943 0.512 -0.35
C 2.189 2.051 0.839 0.20
C 1.433 2.363 -0.583 -0.56
C 0.155 3.384 -0.483 -0.65
C -1.019 2.930 0.568 -0.29
C -1.240 4.161 1.658 -0.32
O -2.017 3.626 2.795 -0.54
B 1.798 0.550 1.479 0.39
O 0.685 -0.254 0.904 -0.26
O 2.505 -0.054 2.643 -0.55
H 2.732 5.380 1.177 -0.09
H 2.962 7.048 2.211 0.31
H 4.207 6.487 0.784 0.24
H 5.760 5.268 4.204 0.26
H 5.578 3.277 2.933 0.46
H 3.734 3.130 3.295 0.26
H 1.968 2.929 1.599 0.12
H 1.132 1.383 -1.194 0.20
H 2.240 2.907 -1.273 0.29
H -0.349 3.397 -1.565 0.30
H 0.444 4.511 -0.268 0.30
H -0.869 1.880 1.063 0.06
H -2.047 2.862 -0.035 0.36
H -0.238 4.649 2.027 0.16
H -1.954 4.940 1.102 0.27
H -2.343 4.394 3.365 0.32
H 0.903 -0.479 -0.065 0.27
H 2.014 -0.924 2.849 0.30
C -1.232 -2.765 1.136 0.04
C -2.046 -3.707 1.764 -0.62
C -2.725 -4.661 1.005 -0.57
C -2.598 -4.666 -0.390 0.17
C -1.804 -3.709 -1.020 0.05
C -1.110 -2.763 -0.255 -0.59
C -1.702 -3.675 -2.493 0.55
O -1.002 -2.836 -3.047 -0.69
C -2.464 -4.658 -3.289 0.12
C -2.422 -4.600 -4.688 -0.51
C -3.129 -5.535 -5.448 -0.48
C -3.869 -6.533 -4.815 -0.46
C -3.916 -6.590 -3.421 -0.53
C -3.220 -5.644 -2.657 0.17
C -3.305 -5.691 -1.184 0.64
O -3.959 -6.565 -0.627 -0.68
H -0.696 -2.027 1.728 0.31
H -2.152 -3.700 2.847 0.40
H -3.354 -5.396 1.502 0.46
H -0.477 -2.022 -0.739 0.45
H -1.844 -3.826 -5.190 0.45
H -3.100 -5.485 -6.534 0.39
H -4.414 -7.266 -5.407 0.39
H -4.500 -7.369 -2.934 0.45
```

The orbital gap is 8.7 eV. The max |F| is 0.174 hartree/bohr. The multiplicity is 1. The SMILES is [H]/N=C(/C)CC(=O)O[C@@H](CCCCO)B(O)O.O=C1c2ccccc2C(=O)c2ccccc21. The value obtained for the energy is -40768.1556 eV. The net charge is 0.

***

> Which formula does entry 2 have?

C5H6ClN3O2